The following is a DFT calculation (ωB97M-V with the def2-TZVPD basis set) of a structure of composition C14H30Cl2IrN5O2Se3Te in a non-equilibrium geometry.

Calculated values
Orbital gap (alpha / beta) = 6.084 / 5.992 eV
Net charge = +3
Energy above the lowest of the compared OMol25 structures with the same formula, charge and spin = 1.5257 eV
Spin multiplicity = 2
Electronic energy = -257743.5692 eV
Largest force on an atom = 1.116 eV/Å

Each line ends with the Löwdin charge.
Positions of all 58 atoms, in Å:
Ir1 -0.3659 0.5203 -0.3651  0.931
N1 -1.2369 -3.6455 1.7647  0.252
C1 -1.4904 -2.1669 1.6318  -0.305
C2 -1.2846 -1.3793 2.9063  -0.071
C3 -1.5178 0.1142 2.6359  -0.278
N2 -0.4765 0.7631 1.7466  -0.036
C4 -2.8930 0.3716 2.0369  -0.083
C5 -3.1651 -0.4783 0.8071  -0.290
N3 -2.4224 0.1040 -0.3538  -0.077
C6 -2.8836 -1.9576 1.0595  -0.069
H1 -0.3519 -3.8495 2.2320  0.182
H2 -1.1701 -4.0010 0.7868  0.146
H3 -1.9766 -4.1374 2.2718  0.186
H4 -0.7425 -1.8522 0.9163  0.091
H5 -0.2919 -1.5506 3.3333  0.136
H6 -2.0119 -1.6659 3.6716  0.149
H7 -1.4569 0.6233 3.5993  0.166
H8 0.4338 0.6575 2.1880  0.102
H9 -0.6895 1.7627 1.8015  0.046
H10 -3.0057 1.4328 1.7947  0.131
H11 -3.6515 0.1585 2.7923  0.152
H12 -4.2250 -0.3985 0.5535  0.169
H13 -2.8433 1.0244 -0.5088  -0.037
H14 -2.6839 -0.4115 -1.1985  0.022
H15 -3.0335 -2.5487 0.1541  0.123
H16 -3.6327 -2.2871 1.7877  0.152
Se1 -0.9168 2.9001 -0.5073  0.208
Se2 -1.9226 3.2548 -2.5559  0.032
Te1 -4.3705 1.3525 -4.6342  0.444
Se3 -4.1303 2.3619 -2.4260  -0.138
C7 3.5584 1.9485 -2.0748  -0.029
C8 2.0511 1.7322 -1.8439  -0.157
N4 1.7914 1.0293 -0.5478  -0.278
C9 2.2384 1.9338 0.5502  -0.154
C10 3.6757 2.4400 0.3245  -0.031
N5 4.2712 1.6420 -0.7924  -0.076
C11 4.1499 0.1798 -0.4895  -0.032
C12 2.6528 -0.1898 -0.5098  -0.125
H17 3.7847 2.9776 -2.3465  0.153
H18 3.9673 1.2872 -2.8363  0.150
H19 1.6414 1.1269 -2.6465  0.080
H20 1.5161 2.6784 -1.8199  0.080
H21 2.1833 1.3815 1.4868  0.118
H22 1.5594 2.7830 0.5965  0.073
H23 4.3009 2.3006 1.2039  0.151
H24 3.7089 3.4887 0.0350  0.153
H25 5.2585 1.8870 -0.8890  0.207
H26 4.6194 0.0052 0.4767  0.149
H27 4.7080 -0.3620 -1.2502  0.151
H28 2.3931 -0.7667 0.3745  0.127
H29 2.4077 -0.7992 -1.3740  0.125
Cl1 -0.6044 -0.1005 -3.0172  0.692
C13 -1.0051 -1.8498 -2.7838  -0.868
Cl2 -2.7351 -2.0869 -2.9858  0.716
C14 -0.5292 -2.3458 -1.3984  -0.724
O1 -0.9121 -3.4448 -1.0375  0.056
O2 0.2451 -1.5545 -0.7562  -0.241
H30 -0.4874 -2.3936 -3.5708  0.095